Record 1
This record from OMol25 describes 9 unconnected molecules or ions with the total composition C66H151N8O10. The level of theory is wB97M-V/def2-TZVPD.

Geometry (Å):
1 C -0.9481 -0.4062 0.9206
2 C 0.0724 -0.6236 -0.2514
3 O 1.2902 -0.9730 0.0342
4 O -0.3465 -0.3210 -1.3892
5 H -0.8021 0.6028 1.3063
6 H -1.0040 -1.2065 1.6585
7 H -1.9863 -0.4396 0.5904
8 C 1.5634 -2.6172 -3.6858
9 C 3.0511 -3.0451 -3.7835
10 C 3.4248 -4.2233 -2.8212
11 C 3.0197 -5.5566 -3.2635
12 C 3.6524 -5.8733 -4.6612
13 C 3.2977 -4.8950 -5.7935
14 N 3.4028 -3.4416 -5.2425
15 O 3.1582 -2.4897 -6.2227
16 C 1.8438 -5.1841 -6.2855
17 C 4.2842 -5.0858 -6.9826
18 C 3.9674 -1.8529 -3.4769
19 H 1.2221 -2.3259 -2.6924
20 H 0.8590 -3.4181 -3.9108
21 H 1.2988 -1.7827 -4.3351
22 H 3.0471 -3.9428 -1.8380
23 H 4.5069 -4.2431 -2.6915
24 H 1.9325 -5.6321 -3.2451
25 H 3.3614 -6.3338 -2.5799
26 H 3.4191 -6.8689 -5.0385
27 H 4.7363 -5.8508 -4.5479
28 H 1.8250 -6.2254 -6.6070
29 H 1.6791 -4.4847 -7.1050
30 H 1.0518 -4.9879 -5.5627
31 H 5.3413 -5.0644 -6.7179
32 H 4.1512 -4.4148 -7.8312
33 H 4.0617 -6.0018 -7.5298
34 H 4.9318 -2.0685 -3.9368
35 H 4.0631 -1.5537 -2.4332
36 H 3.6241 -1.0101 -4.0770
37 C 4.4730 2.2160 -0.8214
38 C 3.3501 3.1492 -1.3853
39 C 2.0611 2.2327 -1.5743
40 C 0.7756 2.9895 -1.6559
41 C 0.5289 3.5935 -0.2525
42 C 1.5887 4.6588 0.0957
43 N 3.0212 4.1900 -0.3411
44 O 4.0704 5.0122 0.1186
45 C 1.6239 5.0062 1.5818
46 C 1.2769 5.9994 -0.6918
47 C 3.8245 3.9681 -2.6746
48 H 5.3652 2.6833 -0.4048
49 H 4.8058 1.4199 -1.4873
50 H 4.1246 1.6609 0.0496
51 H 1.9878 1.3497 -0.9394
52 H 2.2717 1.6350 -2.4612
53 H -0.0106 2.2788 -1.9107
54 H 0.7111 3.7932 -2.3893
55 H 0.4861 2.7404 0.4246
56 H -0.4847 3.9869 -0.1750
57 H 2.4335 5.5460 2.0730
58 H 1.6275 4.0987 2.1856
59 H 0.7239 5.5683 1.8308
60 H 1.2353 5.8170 -1.7656
61 H 2.0392 6.7761 -0.7532
62 H 0.3549 6.4807 -0.3657
63 H 4.6603 4.6028 -2.3802
64 H 3.0129 4.6067 -3.0236
65 H 4.3075 3.4060 -3.4739
66 C -0.3604 -1.0715 -6.6959
67 C -1.4732 -0.3323 -5.9330
68 C -0.8503 0.6785 -4.9124
69 C -0.0505 1.8740 -5.5748
70 C -1.0157 2.5718 -6.6200
71 C -1.7530 1.6843 -7.7288
72 N -2.3116 0.4915 -6.8902
73 O -3.4280 -0.2341 -7.3916
74 C -0.6898 1.2351 -8.8758
75 C -3.0307 2.4526 -8.1596
76 C -2.2773 -1.4105 -5.0388
77 H -0.0499 -1.9383 -6.1126
78 H 0.5788 -0.5457 -6.8682
79 H -0.6153 -1.3347 -7.7225
80 H -0.1838 0.3013 -4.1367
81 H -1.7190 1.1232 -4.4269
82 H 0.8443 1.3886 -5.9644
83 H 0.2596 2.5389 -4.7686
84 H -0.4506 3.3364 -7.1529
85 H -1.7075 3.1945 -6.0528
86 H 0.2923 1.0095 -8.4602
87 H -0.4779 2.0634 -9.5520
88 H -0.9783 0.3397 -9.4264
89 H -3.7523 2.5612 -7.3500
90 H -3.7121 2.0656 -8.9173
91 H -2.6663 3.4064 -8.5412
92 H -2.6395 -2.2540 -5.6265
93 H -3.1824 -0.9250 -4.6739
94 H -1.6914 -1.6999 -4.1664
95 C 0.2896 4.8511 6.4482
96 C 1.1541 3.5029 6.5334
97 N 0.4025 2.1257 6.6308
98 C -0.4453 2.1479 7.9152
99 C -0.6425 2.0043 5.4967
100 C -0.0954 1.8671 4.0469
101 C 1.3552 0.8805 6.6080
102 C 2.4587 1.0320 7.6262
103 O 3.5078 1.8340 7.1695
104 C 4.5402 2.0684 8.1213
105 H -0.4571 4.8700 5.6543
106 H 0.9241 5.7033 6.2048
107 H -0.1016 5.1589 7.4179
108 H 1.8326 3.6754 7.3688
109 H 1.7965 3.2463 5.6911
110 H -1.4464 2.5496 7.7583
111 H -0.0119 2.8145 8.6608
112 H -0.6929 1.1597 8.3030
113 H -1.3983 2.7865 5.5684
114 H -1.1967 1.0775 5.6457
115 H -0.9121 1.5426 3.4021
116 H 0.5811 1.0171 3.9568
117 H 0.2986 2.7840 3.6087
118 H 1.6075 0.6367 5.5760
119 H 0.6656 0.0808 6.8781
120 H 2.8535 0.0384 7.8380
121 H 1.9625 1.4052 8.5221
122 H 5.4127 2.6660 7.8573
123 H 4.9061 1.0779 8.3920
124 H 4.1221 2.5147 9.0236
125 C -5.3687 5.0982 -3.7530
126 C -4.6422 5.5576 -2.4881
127 N -4.2299 4.3935 -1.5228
128 C -5.4598 3.5725 -1.0752
129 C -3.2458 3.4563 -2.2241
130 C -3.0782 2.1015 -1.4584
131 C -3.6381 5.0189 -0.2122
132 C -2.5370 6.1190 -0.3134
133 O -3.2073 7.3154 -0.6231
134 C -2.3641 8.3797 -0.5395
135 H -5.6718 5.9317 -4.3868
136 H -6.1769 4.4244 -3.4686
137 H -4.7435 4.4268 -4.3416
138 H -5.2523 6.2793 -1.9450
139 H -3.6986 6.0769 -2.6551
140 H -5.1866 2.9783 -0.2032
141 H -5.9402 2.9662 -1.8431
142 H -6.2241 4.2465 -0.6883
143 H -2.3598 4.0912 -2.2231
144 H -3.5687 3.2239 -3.2389
145 H -3.9448 1.4836 -1.2232
146 H -2.8192 2.2454 -0.4094
147 H -2.3134 1.4469 -1.8764
148 H -3.3457 4.1322 0.3503
149 H -4.3736 5.3983 0.4971
150 H -1.8839 5.9124 -1.1613
151 H -2.0329 6.1825 0.6509
152 H -2.3446 8.7255 0.4941
153 H -2.6831 9.2711 -1.0796
154 H -1.3414 8.2180 -0.8799
155 C -5.1292 -2.8939 4.9907
156 C -5.8832 -2.6865 3.5959
157 N -5.0402 -2.1797 2.3353
158 C -4.2644 -0.8810 2.7990
159 C -3.9649 -3.2774 1.9294
160 C -4.5245 -4.5083 1.1311
161 C -6.0543 -1.7725 1.1493
162 C -5.3964 -1.3085 -0.1649
163 O -4.3343 -2.1008 -0.6746
164 C -3.5916 -1.5921 -1.7970
165 H -5.8499 -3.1213 5.7762
166 H -4.6204 -1.9661 5.2524
167 H -4.4263 -3.7268 4.9698
168 H -6.6362 -1.9300 3.8170
169 H -6.3599 -3.6212 3.3007
170 H -3.5429 -1.1068 3.5842
171 H -4.9771 -0.1876 3.2455
172 H -3.7567 -0.3331 2.0053
173 H -3.3809 -3.6816 2.7563
174 H -3.2421 -2.7278 1.3264
175 H -3.7740 -5.1049 0.6127
176 H -5.1423 -4.1879 0.2922
177 H -5.0824 -5.1607 1.8028
178 H -6.6220 -0.8997 1.4719
179 H -6.8515 -2.5014 1.0039
180 H -5.1120 -0.2563 -0.1776
181 H -6.1621 -1.3876 -0.9367
182 H -4.2741 -1.2201 -2.5612
183 H -3.0456 -2.4368 -2.2171
184 H -3.0645 -0.6893 -1.4882
185 C 1.7486 -6.5733 3.4729
186 C 0.4136 -6.2660 2.7931
187 N 0.5495 -5.3874 1.4806
188 C 1.3693 -6.1584 0.4412
189 C -0.9052 -5.1308 0.9194
190 C -0.9777 -4.3533 -0.4439
191 C 1.3376 -4.1473 1.8224
192 C 0.8981 -3.2733 3.0508
193 O -0.4637 -2.9860 3.1256
194 C -0.9346 -2.8170 4.4559
195 H 1.4607 -6.8171 4.4955
196 H 2.3705 -5.7168 3.7331
197 H 2.2960 -7.4341 3.0888
198 H -0.2858 -5.7130 3.4201
199 H -0.0985 -7.1469 2.4059
200 H 0.7752 -6.9405 -0.0317
201 H 2.2307 -6.6117 0.9316
202 H 1.6579 -5.4574 -0.3421
203 H -1.4404 -4.5254 1.6509
204 H -1.4346 -6.0830 0.8848
205 H -0.5819 -4.9809 -1.2423
206 H -0.6040 -3.3293 -0.4410
207 H -2.0155 -4.1418 -0.7011
208 H 1.4324 -3.5138 0.9405
209 H 2.3301 -4.4699 2.1371
210 H 1.4347 -2.3340 3.1843
211 H 1.1559 -3.9045 3.9012
212 H -0.7171 -3.7004 5.0561
213 H -2.0064 -2.6186 4.4512
214 H -0.5175 -1.9571 4.9799
215 C 6.3140 -0.2019 3.4117
216 N 5.1687 -0.8286 4.2609
217 C 5.1387 -2.3364 4.0536
218 C 5.4490 -0.4344 5.7484
219 C 3.8051 -0.2314 3.9060
220 C 3.5320 0.0997 2.4642
221 O 3.6731 -0.9606 1.5745
222 H 7.2685 -0.6133 3.7401
223 H 6.2688 0.8768 3.5619
224 H 6.1403 -0.4380 2.3619
225 H 6.1268 -2.7395 4.2756
226 H 4.8589 -2.5634 3.0248
227 H 4.3690 -2.8146 4.6594
228 H 6.3883 -0.8668 6.0933
229 H 4.6713 -0.8643 6.3796
230 H 5.5106 0.6490 5.8502
231 H 3.5607 0.7292 4.3593
232 H 3.0377 -0.9234 4.2532
233 H 4.0585 1.0038 2.1584
234 H 2.5088 0.4748 2.4435
235 H 2.9768 -1.0670 0.9222

Properties
HOMO-LUMO gap (spin up / spin down)	2.426 / 3.328	eV
expectation value of S²	0.757
multiplicity	2
HOMO energy (spin up / spin down)	-0.6280 / -0.6612	Eh
net charge	+6

***

Record 2
This record from OMol25 describes 22 unconnected molecules or ions with the total composition C66H176O22. The level of theory is wB97M-V/def2-TZVPD.

Geometry (Å):
1 C -3.8065 -1.2964 -2.4198
2 C -4.0079 -1.7531 -0.9964
3 C -5.0665 -2.8850 -1.0159
4 O -2.7559 -2.2017 -0.4960
5 H -3.5049 -2.1242 -3.0854
6 H -2.9985 -0.6037 -2.3604
7 H -4.7263 -0.7772 -2.7750
8 H -4.2659 -0.9078 -0.3499
9 H -4.4359 -3.7192 -1.2674
10 H -5.8681 -2.6858 -1.7019
11 H -5.5325 -3.0177 -0.0197
12 H -2.9784 -2.6548 0.3656
13 C -1.4073 0.2369 -5.9977
14 C -0.8974 -0.3966 -4.7594
15 C -0.8130 -1.9231 -4.9236
16 O 0.3477 0.1727 -4.3824
17 H -0.7373 -0.0134 -6.7858
18 H -1.4299 1.3516 -6.0234
19 H -2.3719 -0.1485 -6.2693
20 H -1.6304 -0.2484 -3.9167
21 H -1.7245 -2.4050 -5.2114
22 H -0.4732 -2.4361 -4.0726
23 H -0.0553 -2.1459 -5.7148
24 H 1.0292 -0.0166 -5.0502
25 C 7.3278 -0.5068 1.7292
26 C 6.4752 -1.2959 0.8155
27 C 6.8857 -2.7814 0.9848
28 O 5.1003 -1.0411 1.1312
29 H 7.1520 0.5391 1.6168
30 H 8.3696 -0.6415 1.4893
31 H 7.1496 -0.7378 2.7728
32 H 6.5160 -1.0448 -0.2438
33 H 6.1528 -3.4840 0.5872
34 H 6.8966 -2.9518 2.0703
35 H 7.9441 -2.9618 0.7068
36 H 4.6082 -0.5703 0.4488
37 C 3.4248 -4.4869 4.5580
38 C 3.7207 -3.9290 3.1536
39 C 2.4741 -3.6793 2.3563
40 O 4.4335 -2.6609 3.3440
41 H 2.7692 -3.8310 5.1487
42 H 4.3859 -4.6341 5.1284
43 H 2.9374 -5.4668 4.4847
44 H 4.3808 -4.6091 2.5327
45 H 1.8768 -4.5989 2.3652
46 H 2.5720 -3.4418 1.3077
47 H 1.8909 -2.8858 2.8082
48 H 4.5995 -2.2550 2.4639
49 C 1.9150 7.6888 -0.8568
50 C 2.2632 6.2210 -1.0038
51 C 1.1333 5.3543 -1.4651
52 O 3.2824 6.0847 -2.0320
53 H 1.2224 7.8269 0.0176
54 H 1.5896 8.0416 -1.8210
55 H 2.8387 8.2347 -0.6067
56 H 2.7537 5.8505 -0.0306
57 H 1.4556 4.3100 -1.4670
58 H 0.7579 5.6443 -2.4470
59 H 0.2917 5.3760 -0.7498
60 H 4.0792 6.5512 -1.7885
61 C 1.4626 3.5356 -6.2414
62 C 2.0159 3.9298 -4.9326
63 C 3.1599 3.0892 -4.4665
64 O 2.3445 5.3297 -5.0259
65 H 2.2440 3.5653 -7.0482
66 H 0.6757 4.2151 -6.4901
67 H 1.0903 2.5222 -6.2808
68 H 1.1603 3.7784 -4.2697
69 H 3.6620 3.5049 -3.5811
70 H 3.9434 2.9314 -5.2072
71 H 2.8681 2.0709 -4.1706
72 H 2.8989 5.5700 -4.3073
73 C -4.1614 -5.3270 3.5029
74 C -4.4623 -4.1885 2.4767
75 C -5.0853 -2.9571 3.0765
76 O -3.1902 -3.8724 1.8778
77 H -3.3283 -4.9509 4.1341
78 H -3.8292 -6.2616 3.0446
79 H -5.0526 -5.4453 4.0727
80 H -5.1181 -4.5728 1.6702
81 H -6.0361 -3.1641 3.6603
82 H -5.2862 -2.1578 2.3034
83 H -4.3852 -2.5025 3.7840
84 H -2.5209 -3.8702 2.6272
85 C -2.3944 6.2982 0.2117
86 C -2.4302 5.0306 1.0330
87 C -1.6115 3.9588 0.3866
88 O -2.1412 5.1363 2.4848
89 H -2.6298 6.2192 -0.8436
90 H -1.3487 6.6672 0.2678
91 H -2.9751 7.0530 0.6904
92 H -3.4131 4.5938 1.0435
93 H -1.8647 2.9147 0.7448
94 H -0.5720 4.0204 0.6775
95 H -1.5137 3.8739 -0.6908
96 H -1.1569 5.3591 2.5571
97 C 0.4173 -1.9704 5.1834
98 C -0.5782 -3.0318 4.7222
99 C -1.2368 -3.8359 5.8079
100 O -1.4954 -2.4543 3.7442
101 H 1.2585 -2.4167 5.6658
102 H -0.0788 -1.2600 5.8275
103 H 0.8963 -1.6106 4.2345
104 H 0.0239 -3.7152 4.1235
105 H -0.5096 -4.3932 6.4521
106 H -1.8337 -4.5747 5.3333
107 H -1.8390 -3.2014 6.5137
108 H -1.9833 -1.6807 4.1077
109 C -1.2525 1.1696 3.5593
110 C -2.7565 0.9907 3.6542
111 C -3.4469 0.7445 2.3315
112 O -2.9637 -0.1449 4.4905
113 H -1.0207 1.8388 2.7472
114 H -0.8419 0.1942 3.3332
115 H -0.8825 1.3778 4.5350
116 H -3.2237 1.8813 4.1846
117 H -3.4600 1.7146 1.8278
118 H -4.4880 0.4762 2.4140
119 H -2.9158 0.0084 1.7446
120 H -3.9082 -0.3173 4.6919
121 C 4.2922 0.5866 4.4664
122 C 4.0456 0.1179 5.8619
123 C 2.6607 0.7510 6.4186
124 O 3.8664 -1.2661 5.9127
125 H 3.3602 0.5060 3.8598
126 H 5.0786 0.0298 3.9365
127 H 4.5597 1.6538 4.4679
128 H 4.8049 0.4146 6.6346
129 H 2.2480 0.1422 7.1846
130 H 1.9857 0.6453 5.5713
131 H 2.6025 1.7911 6.7225
132 H 4.0836 -1.6999 5.0233
133 C -2.1066 4.1313 -4.5072
134 C -2.0884 5.3646 -3.6238
135 C -1.1935 6.3955 -4.3146
136 O -3.3692 5.9539 -3.3728
137 H -2.6829 3.3167 -3.9938
138 H -1.0790 3.6782 -4.6627
139 H -2.4506 4.2830 -5.5233
140 H -1.5794 5.1756 -2.6700
141 H -0.1917 5.9553 -4.3155
142 H -1.2114 7.3894 -3.7724
143 H -1.5669 6.5399 -5.3366
144 H -3.8721 5.3979 -2.7516
145 C 3.1710 -3.6113 -3.9423
146 C 3.3810 -2.8859 -2.6488
147 C 3.8013 -3.8051 -1.4719
148 O 4.1989 -1.7238 -2.9912
149 H 2.7312 -2.8956 -4.6688
150 H 2.5274 -4.4807 -3.8182
151 H 4.1321 -3.9865 -4.3246
152 H 2.4090 -2.4517 -2.2783
153 H 3.0782 -4.5764 -1.3255
154 H 3.9801 -3.2262 -0.6247
155 H 4.7349 -4.2259 -1.7631
156 H 4.1474 -1.0691 -2.2811
157 C -4.5813 2.4113 -1.5316
158 C -5.8662 3.2471 -1.4841
159 C -6.6329 2.9678 -0.1568
160 O -5.4465 4.6834 -1.6157
161 H -4.0268 2.6851 -2.4190
162 H -4.8333 1.3594 -1.4316
163 H -3.9879 2.6633 -0.6139
164 H -6.5514 3.0542 -2.3226
165 H -6.9190 1.9225 -0.0875
166 H -7.5061 3.6272 -0.1219
167 H -6.0432 3.3103 0.6583
168 H -6.2505 5.2300 -1.6730
169 C -0.6347 -6.5463 3.6364
170 C -0.0754 -7.6319 2.8520
171 C 0.2767 -7.2108 1.4349
172 O 1.0722 -8.0552 3.5991
173 H 0.1283 -5.6759 3.6735
174 H -0.7786 -6.8699 4.6776
175 H -1.5926 -6.1725 3.2343
176 H -0.8349 -8.4731 2.7152
177 H 0.6680 -8.0695 0.9130
178 H 1.0141 -6.4338 1.4677
179 H -0.5966 -6.8557 0.9460
180 H 1.2189 -8.9972 3.5187
181 C -2.4079 4.0195 6.5281
182 C -3.7094 4.5785 5.9848
183 C -3.8344 6.0617 6.1359
184 O -4.0423 4.1532 4.6406
185 H -2.3772 2.9144 6.6637
186 H -2.2004 4.4940 7.5481
187 H -1.5102 4.3517 5.9098
188 H -4.4686 4.0691 6.6215
189 H -4.7874 6.3434 5.6514
190 H -2.9964 6.6635 5.6273
191 H -3.8046 6.3595 7.2009
192 H -3.4272 4.6505 4.0883
193 C 2.5003 5.7762 4.5126
194 C 1.5186 5.3617 3.3696
195 C 1.2939 3.8745 3.2354
196 O 0.1781 5.9073 3.5878
197 H 2.6121 6.8753 4.5696
198 H 3.4474 5.3139 4.3486
199 H 2.0437 5.3840 5.4495
200 H 1.8240 5.7692 2.3836
201 H 0.5900 3.6981 2.3820
202 H 0.8428 3.4025 4.1242
203 H 2.2183 3.2681 3.0256
204 H 0.3572 6.8153 3.8116
205 C -6.0576 -5.2918 -5.3514
206 C -5.2885 -5.0028 -4.0821
207 C -4.8211 -6.3402 -3.4486
208 O -4.2269 -4.2354 -4.5116
209 H -5.4369 -5.9607 -6.0240
210 H -6.2541 -4.3593 -5.8699
211 H -6.9839 -5.8270 -5.1766
212 H -5.8459 -4.5721 -3.2308
213 H -5.6945 -6.9379 -3.3011
214 H -4.2987 -6.2044 -2.5068
215 H -4.0884 -6.8215 -4.1857
216 H -3.5565 -4.1572 -3.8058
217 C -0.6904 -5.5992 -3.2101
218 C -1.2662 -5.0393 -1.9903
219 C -0.3004 -4.4499 -0.9997
220 O -2.1351 -4.0521 -2.4996
221 H 0.0188 -6.4324 -3.0512
222 H -0.2068 -4.8404 -3.8520
223 H -1.5111 -6.0108 -3.8171
224 H -1.8230 -5.8042 -1.4004
225 H -0.7995 -4.1896 -0.0461
226 H 0.1067 -3.4511 -1.3656
227 H 0.4652 -5.2288 -0.7767
228 H -2.2934 -3.4272 -1.7559
229 C 3.8279 1.9874 0.6554
230 C 4.1461 1.5371 -0.7424
231 C 5.5261 1.7467 -1.2121
232 O 3.8214 0.1294 -0.9243
233 H 3.7091 3.0697 0.7971
234 H 4.5832 1.6801 1.3769
235 H 2.8647 1.5840 1.0136
236 H 3.4645 2.0464 -1.3928
237 H 5.7372 2.8211 -1.3226
238 H 5.7123 1.3691 -2.2372
239 H 6.2684 1.3914 -0.4893
240 H 2.7991 0.1229 -1.0995
241 C 3.3433 0.1625 -7.6729
242 C 3.9026 -0.6893 -6.5096
243 C 5.2070 -0.1686 -5.9594
244 O 2.8313 -0.7510 -5.5697
245 H 3.9014 0.0440 -8.5964
246 H 3.3859 1.1808 -7.3090
247 H 2.2168 0.0521 -7.9171
248 H 4.1393 -1.6918 -6.8586
249 H 5.0726 0.7998 -5.4624
250 H 5.8989 -0.1055 -6.7655
251 H 5.6488 -0.9172 -5.3380
252 H 3.1899 -1.1874 -4.7670
253 C 0.5965 -1.1300 0.4092
254 C 0.1924 -0.5350 -0.8896
255 C -0.6272 0.7301 -0.6327
256 O 1.3777 -0.2283 -1.6290
257 H 0.9720 -0.3812 1.0511
258 H 1.3963 -1.8464 0.3208
259 H -0.2349 -1.5550 1.0149
260 H -0.4538 -1.1827 -1.4470
261 H -1.5902 0.4651 -0.1216
262 H -0.8890 1.2180 -1.5803
263 H -0.0531 1.4449 -0.0241
264 H 1.1186 0.1174 -2.5382

Properties
HOMO-LUMO gap	9.501	eV
HOMO energy	-0.3394	Eh
ΔE to the lowest compared entry with this formula, charge and spin	59.4	kcal per mole